Entry 1:
The following is a quantum chemistry calculation of C5H7NO2 in the gas phase, from OMol25.

Geometry (Å):
C -2.58682 -0.95137 0.28923
C -2.31645 0.25972 -0.20430
C 0.12570 0.17970 -0.07520
C 2.34701 -0.07612 -0.07874
C 1.35857 1.03604 0.21872
H -3.56158 -1.24841 0.11773
H -1.80456 -1.70572 0.52837
H -3.08275 0.87217 -0.81136
H 2.71668 0.00749 -1.09326
H 3.19675 -0.20950 0.61605
H 1.39288 1.97450 -0.39033
H 1.29053 1.44036 1.25651
N 0.34003 -1.07458 -0.27000
O -1.10729 0.81196 -0.08254
O 1.69129 -1.31625 -0.02087

## Properties
Molar mass: 113.12 g/mol
Total charge: 0
Frontier orbital gap: 9.8 eV
Energy above the lowest of the compared OMol25 structures with the same formula, charge and spin: 83.5 kcal/mol
E: -10879.9975 eV
E_HOMO: -8.91 eV
SMILES: C=COC1=NOCC1
LUMO energy: 0.93 eV

***

Entry 2:
The following is a quantum chemistry calculation of C37H49BrIN3O6PS2SbZr as an isolated structure, from OMol25.

Geometry (Å):
Zr 0.45171 0.31332 0.07395
C -4.30530 -4.00743 3.55370
C -4.60265 -2.71947 3.11744
C -3.64426 -1.95111 2.47727
C -2.35601 -2.45211 2.26022
C -2.06896 -3.74365 2.70721
C -3.03358 -4.51906 3.33829
C -1.32415 -1.66124 1.56771
C -1.48485 -0.71795 0.61412
C -2.58607 -0.51437 -0.30184
C -3.34408 -1.57307 -0.79756
C -4.05641 -1.55114 -1.98265
C -3.91186 -0.42040 -2.79836
C -3.21760 0.68034 -2.38663
C -2.67362 0.79441 -1.01040
H -5.05913 -4.60564 4.05012
H -5.59186 -2.30899 3.28230
H -3.87855 -0.94960 2.13379
H -1.07990 -4.15452 2.52558
H -2.78947 -5.52422 3.66133
H -0.30610 -1.94761 1.85071
H -3.32442 -2.49339 -0.22236
H -4.62368 -2.40972 -2.31290
H -4.32384 -0.42844 -3.80214
H -3.07832 1.50960 -3.07442
H -1.12992 1.85117 -0.05442
C -0.46162 4.27451 1.59713
P 0.13858 2.82427 2.45694
C -0.60762 3.01286 4.08513
C 1.89661 2.94056 2.79468
O -0.32015 1.50002 1.85408
H -0.26441 5.15010 2.22008
H -1.54366 4.15188 1.49930
H -0.00495 4.40256 0.61985
H 0.05933 3.53934 4.76868
H -0.83779 2.02726 4.48707
H -1.53821 3.57420 3.99764
H 2.11596 3.92315 3.21857
H 2.49225 2.79552 1.89858
H 2.14190 2.17024 3.52698
S -0.25200 -0.24585 -5.01871
C 1.08561 -1.14623 -4.72656
N 1.16270 -2.48745 -4.72483
C 2.36202 -3.11310 -4.19774
C 3.48258 -2.08314 -4.34870
S 2.66232 -0.45649 -4.36120
H 0.29528 -3.00085 -4.76766
H 2.58570 -4.01889 -4.76033
H 2.21321 -3.39109 -3.15034
H 4.02377 -2.20158 -5.28522
H 4.18404 -2.12334 -3.51816
O -0.17451 2.65196 -2.69892
C -1.08014 2.56280 -1.92387
C -2.16171 3.62159 -1.79975
C -3.44815 3.24513 -1.03350
C -3.37645 1.93414 -0.25348
O -3.81050 1.84353 0.87070
N -1.19044 1.44636 -1.00468
H -2.38771 3.95931 -2.81022
H -1.66918 4.46441 -1.30404
H -4.26616 3.12290 -1.74418
H -3.74318 4.03305 -0.34264
C 1.12450 0.47281 6.14352
Sb 0.95706 -0.66706 4.30438
C -0.25012 -2.15147 5.26272
C 2.81670 -1.72170 4.70609
H 1.49435 -0.18328 6.93192
H 0.14514 0.85534 6.43628
H 1.80991 1.31629 6.03380
H -0.00242 -2.17073 6.32525
H -0.05646 -3.12930 4.82342
H -1.30686 -1.92075 5.13254
H 3.16363 -1.45928 5.70530
H 3.59671 -1.46506 3.98635
H 2.64176 -2.79789 4.66704
C 4.22736 -0.44682 0.30911
C 3.02753 -1.11251 0.87795
C 3.02477 -2.58092 1.04988
O 2.04761 -0.44481 1.22771
H 5.11273 -1.07296 0.39559
H 4.39513 0.51389 0.79552
H 4.02354 -0.25335 -0.74869
H 3.87196 -2.86795 1.67954
H 3.15141 -3.06129 0.07518
H 2.09387 -2.92246 1.49335
I 0.02916 -3.46121 -0.95402
C 0.50465 -1.41187 -1.43862
H -0.21076 -1.16745 -2.22590
H 1.48828 -1.51656 -1.90386
Br 4.93648 6.48282 -0.06226
C 4.60970 4.81604 -0.87782
C 5.56824 4.24681 -1.70459
N 5.38700 3.07745 -2.31308
C 4.24956 2.42364 -2.08150
C 3.26141 2.90292 -1.23419
C 3.43105 4.14026 -0.63830
C 2.07618 2.06850 -0.90797
O 1.18988 2.48529 -0.10945
O 1.98806 0.88771 -1.35160
H 6.51110 4.75085 -1.88338
H 4.10514 1.48014 -2.59587
H 2.65760 4.55426 -0.00489

## Properties
Molar mass: 1146.71 g/mol
Total charge: 0
Frontier orbital gap: 4.1 eV
Energy above the lowest of the compared OMol25 structures with the same formula, charge and spin: 73.1 kcal/mol
E: -172840.1820 eV
E_HOMO: -4.90 eV
LUMO energy: -0.83 eV

***

Entry 3:
The following is a quantum chemistry calculation of C3H3NO2 in the gas phase, from OMol25.

Geometry (Å):
O -1.69210 1.28936 -1.15882
C -0.85266 0.64524 -0.58043
N -0.10160 -0.43357 -0.94674
C 0.80025 -0.75886 0.25192
C 0.45816 0.15109 1.19644
O -0.50309 0.97334 0.70762
H -0.34758 -0.73869 -1.92135
H 1.54040 -1.56089 0.21395
H 0.69822 0.43299 2.23741

## Properties
Molar mass: 85.06 g/mol
Total charge: 0
Frontier orbital gap: 9.9 eV
Energy above the lowest of the compared OMol25 structures with the same formula, charge and spin: 27.8 kcal/mol
E: -8743.9238 eV
E_HOMO: -9.09 eV
SMILES: O=c1[nH]cco1
LUMO energy: 0.81 eV

***

Entry 4:
The following is a quantum chemistry calculation of C4H6N2OS in the gas phase, from OMol25.

Geometry (Å):
C -0.11729 -0.68615 0.00744
C 0.17514 0.63126 0.47476
C 1.06956 0.83293 1.67689
C 1.74675 2.19456 -0.13508
H -2.99355 -2.40009 -0.85697
H 0.73399 -1.51334 0.41874
H -0.51923 1.40021 0.31268
H 1.45894 -0.12076 2.20548
H 0.73800 1.59489 2.43007
H 2.72031 2.87273 0.09370
N -1.26446 -0.98576 -0.43768
N 1.56852 0.97016 0.33072
O 0.70748 2.75492 -0.68055
S -1.69823 -2.59995 -0.65966

## Properties
Molar mass: 130.17 g/mol
Total charge: 0
Frontier orbital gap: 9.6 eV
Energy above the lowest of the compared OMol25 structures with the same formula, charge and spin: 114.0 kcal/mol
E: -20104.3986 eV
E_HOMO: -9.01 eV
SMILES: O=CN1C[C@@H]1/C=N/S
LUMO energy: 0.62 eV

***

Entry 5:
The following is a quantum chemistry calculation of a 2-piece molecular cluster, CH5BrN2 overall, from OMol25.

Geometry (Å):
C 0.69261 0.81643 0.02509
N 0.70421 -0.56364 -0.31463
N -1.05661 -1.15074 0.24484
Br -2.30404 0.26437 -0.03221
H 1.71581 1.19364 -0.06117
H 0.04280 1.30404 -0.71923
H 0.16207 0.86312 1.00959
H 1.27773 -1.07560 0.50425
H -1.23457 -1.65162 -0.65654

## Properties
Molar mass: 124.97 g/mol
Spin multiplicity: 3
Total charge: 0
Frontier orbital gap (alpha / beta): 7.8 / 8.0 eV
Energy above the lowest of the compared OMol25 structures with the same formula, charge and spin: 55.8 kcal/mol
E: -74134.6559 eV
E_HOMO (alpha / beta): -7.23 / -9.90 eV
<S²>: 2.011
LUMO energy (alpha / beta): 0.54 / -1.92 eV

***

Entry 6:
The following is a quantum chemistry calculation of C49H37F2OP2PdS2 as an isolated structure, from OMol25.

Geometry (Å):
Pd 0.02590 -0.51198 1.87801
O -0.97204 -2.49854 -0.57265
S -0.08102 -1.27736 -0.70537
C 1.32521 -1.76791 -1.72998
C 0.99913 -2.57616 -2.78082
C 1.77160 -2.71625 -3.94203
C 3.02005 -2.12829 -3.97816
C 4.13164 -1.91792 -4.99697
C 5.19115 -1.00957 -4.31883
C 4.72326 -0.91078 -2.90969
C 5.29821 -0.28330 -1.85732
C 4.48774 0.05124 -0.73263
C 3.10983 -0.25514 -0.64268
P 2.11064 0.33601 0.90333
C 3.29581 -0.05088 2.23088
C 3.77792 -1.37766 2.27859
C 4.50487 -1.81137 3.37465
C 4.73678 -0.96589 4.46320
C 4.14993 0.31994 4.47733
C 3.46924 0.73481 3.35256
C 2.17250 2.09465 0.49590
C 3.33474 2.84391 0.75737
C 3.33860 4.18015 0.44120
C 2.20230 4.85316 0.03561
C 1.04757 4.09005 -0.32485
C 1.06494 2.76292 0.00298
C 2.62097 -1.21834 -1.60446
C 3.45284 -1.40494 -2.79362
C -1.08878 -0.15817 -1.79839
C -0.58340 0.30716 -3.09027
C -1.38734 0.81043 -4.10364
C -2.76145 0.74002 -3.91266
C -3.87683 1.04068 -4.87595
C -5.17090 1.00123 -3.94300
C -4.69721 0.31772 -2.65426
C -5.28899 -0.20443 -1.57222
C -4.56839 -0.44753 -0.39046
C -3.19516 -0.26744 -0.27596
P -2.36624 -0.26603 1.35171
C -2.75842 1.24952 2.25517
C -2.08540 1.51817 3.55083
C -1.90598 2.95944 3.73821
C -2.27847 3.97582 2.88771
C -3.06489 3.62033 1.77991
C -3.28815 2.29102 1.51586
C -3.11488 -1.64985 2.27868
C -3.74910 -2.66809 1.59208
C -4.62924 -3.55558 2.19381
C -4.69783 -3.60407 3.62674
C -3.84567 -2.78549 4.30557
C -3.15346 -1.73266 3.68850
C -2.47044 0.02648 -1.52839
C -3.27956 0.33958 -2.66649
H 0.03092 -3.02504 -2.86444
H 1.39006 -3.23742 -4.83176
H 3.73475 -1.61773 -5.96996
H 4.54132 -2.94124 -5.16546
H 5.18146 -0.00303 -4.76694
H 6.19895 -1.50165 -4.43369
H 6.36522 -0.04872 -1.93707
H 5.01756 0.55284 0.08246
H 3.62261 -2.09882 1.50938
H 4.78694 -2.86168 3.50950
H 5.34645 -1.31365 5.30513
H 4.11560 1.01919 5.25889
H 2.97620 1.76277 3.26546
H 4.19499 2.35697 1.26949
H 4.31564 4.74114 0.62798
H 2.13209 5.92827 0.06759
H 0.11287 4.53612 -0.53090
H 0.13191 2.14979 -0.11979
H 0.49994 0.35687 -3.23170
H -0.92704 1.10396 -5.06729
H -4.04152 0.31984 -5.71584
H -3.80600 2.06422 -5.35764
H -5.90088 0.34096 -4.38845
H -5.67362 1.98622 -3.85574
H -6.30080 -0.46539 -1.52201
H -5.24771 -0.66626 0.45156
H -2.58063 1.03206 4.41710
H -1.32356 3.21866 4.64832
H -1.90460 4.94053 3.09515
H -3.50639 4.40135 1.16485
H -3.84422 2.03559 0.60104
H -3.65907 -2.72498 0.52891
H -5.25484 -4.18212 1.57879
H -5.28485 -4.32283 4.19393
H -3.73939 -2.84962 5.37664
H -2.74036 -0.95694 4.28681
S -0.28972 0.89249 3.66312
F 0.34483 -2.72716 3.76708
C 0.51383 -2.51520 2.42652
F 1.72432 -3.05075 2.01008
H -0.25738 -3.07250 1.89829

## Properties
Molar mass: 912.33 g/mol
Spin multiplicity: 5
Total charge: +1
Frontier orbital gap (alpha / beta): 6.8 / 4.8 eV
E: -102612.1064 eV
E_HOMO (alpha / beta): -9.48 / -10.13 eV
<S²>: 6.057
LUMO energy (alpha / beta): -2.64 / -5.31 eV

***

Entry 7:
The following is a quantum chemistry calculation of CH3Cl3SSi in the gas phase, from OMol25.

Geometry (Å):
C 1.24209 0.46953 0.88308
Si 0.16753 1.65558 2.32698
S 0.06987 -0.63920 -0.11268
Cl -1.54660 2.18093 1.52931
Cl 1.17773 3.44585 2.53533
Cl 0.03691 1.08241 4.29172
H 1.67886 1.16243 0.17130
H 2.16419 -0.09815 1.34035
H -0.44356 -1.15500 0.92426

## Properties
Molar mass: 181.55 g/mol
Spin multiplicity: 3
Total charge: 0
Frontier orbital gap (alpha / beta): 5.2 / 7.6 eV
Energy above the lowest of the compared OMol25 structures with the same formula, charge and spin: 44.1 kcal/mol
E: -57364.7471 eV
E_HOMO (alpha / beta): -4.86 / -11.01 eV
<S²>: 2.007
LUMO energy (alpha / beta): 0.30 / -3.45 eV

***

Entry 8:
The following is a quantum chemistry calculation of C2HF2NO2 in the gas phase, from OMol25.

Geometry (Å):
C 0.56537 0.10781 0.33559
C -0.23508 -1.17410 -0.47497
N -0.12412 1.25960 0.29395
O -1.29321 1.24860 -0.04280
O 0.50114 2.30403 0.52627
F 0.55330 -2.27661 -0.62215
F -1.48836 -1.23203 -0.73812
H 1.52096 -0.23729 0.72223

## Properties
Molar mass: 109.03 g/mol
Total charge: 0
Frontier orbital gap (alpha / beta): 8.4 / 8.4 eV
Energy above the lowest of the compared OMol25 structures with the same formula, charge and spin: 3.3 kcal/mol
E: -13103.5371 eV
E_HOMO (alpha / beta): -9.96 / -9.96 eV
SMILES: O=[N+]([O-])C=C(F)F
LUMO energy (alpha / beta): -1.60 / -1.59 eV

***

Entry 9:
The following is a quantum chemistry calculation of C3H4N2O3 in the gas phase, from OMol25.

Geometry (Å):
C -0.87624 -0.87290 -0.64288
C 0.88871 0.25314 0.19621
C 1.14477 1.70488 0.49341
H -1.98778 -0.75313 -2.18316
H -1.37482 -1.53174 1.21267
H 1.80771 -0.22750 -0.14926
H 0.26644 2.32557 0.67111
N -1.85471 -1.25804 -1.33463
N -0.52388 -1.44530 0.62247
O 0.29787 -0.44432 1.28006
O -0.07772 0.21787 -0.84005
O 2.28965 2.03147 0.67405

## Properties
Molar mass: 116.08 g/mol
Total charge: 0
Frontier orbital gap: 10.1 eV
Energy above the lowest of the compared OMol25 structures with the same formula, charge and spin: 74.8 kcal/mol
E: -12295.7502 eV
E_HOMO: -10.00 eV
SMILES: [H]/N=C1/NO[C@H](C=O)O1
LUMO energy: 0.13 eV

***

The lowest molar mass belongs to which entry? C3H3NO2

***

What is the E in the eighth record? -13103.5371 eV